Record 1
# C39H31N4OSbSe4Tc

C39H31N4OSbSe4Tc as an isolated structure at a distorted geometry (ωB97M-V/def2-TZVPD, OMol25).

```
81
Properties=species:S:1:pos:R:3:forces:R:3
Sb -2.639066 -6.259809 -4.136198 0.504 -0.569 0.123
Tc -0.631861 -1.456602 -1.087321 -0.252 0.078 -0.133
Se -0.808906 -7.216000 -3.029447 -0.509 0.306 -0.132
Se 0.159000 -3.806074 -0.908363 -0.091 -0.402 -0.257
Se -2.421902 -3.723530 -3.783126 0.048 0.152 -0.463
Se -2.031723 -3.550794 -1.513212 0.049 -0.163 0.563
O 0.382065 -1.529229 -3.020137 0.251 0.300 0.252
N -1.867991 -1.453165 0.620887 -0.100 -0.653 0.968
N -0.114791 0.707683 -0.768069 0.066 0.876 0.858
N -2.319164 -0.538948 -2.020640 0.709 0.135 1.009
N -6.121448 5.937338 3.251460 0.866 -1.861 -1.360
C 4.100625 2.221653 2.365532 0.442 -1.776 0.653
C 5.319421 -2.355605 1.888532 2.116 0.113 -0.053
C 1.589870 -0.739190 -3.003111 0.580 -0.262 -1.836
C 0.991269 -1.476163 -0.036758 -0.767 -0.247 0.542
C -3.641950 0.465901 -3.490980 -1.421 0.534 -1.910
C 0.415106 3.343825 -0.148196 0.188 1.856 1.552
C 3.848538 0.842650 2.404463 0.616 0.746 1.823
C 0.095232 1.281639 -3.180351 -1.335 -2.247 -0.767
C -5.718418 5.016395 2.654549 -0.822 0.647 1.090
C 0.081884 2.484750 0.874400 -0.546 -0.956 -0.447
C 4.144233 2.825089 1.166551 -0.022 0.334 -1.635
C 1.308070 0.530137 -3.720178 -0.201 -0.291 -0.223
C -3.109938 0.370796 -1.337065 -0.176 0.012 -0.341
C 3.350091 -3.662009 2.129659 -0.304 0.209 0.318
C 3.188959 -1.288541 1.319829 -1.235 -1.433 -0.509
C 3.478226 0.774994 0.090111 0.483 -0.290 -1.977
C -1.723627 -2.243353 1.713753 -0.050 2.115 -0.629
C 3.633987 0.104778 1.284679 -0.917 -0.375 0.164
C 4.111275 -4.681827 2.620888 -0.159 -2.554 -0.143
C -4.015767 1.606006 0.640090 1.517 1.795 -1.310
C -2.395867 -1.670240 2.827533 -0.723 0.224 -0.338
C 0.132104 1.621956 -1.737453 0.337 -1.490 0.453
C -3.244854 0.476172 0.044385 -0.395 0.106 0.524
C 6.104449 -3.427164 2.303620 -0.006 -0.806 0.380
C -3.579200 2.930134 0.410593 0.711 0.171 0.349
C -5.625342 2.503984 2.157289 -0.551 2.000 -0.313
C 3.779609 2.105673 0.014120 0.148 -0.743 2.981
C -4.084285 4.017572 1.130213 -0.747 -0.506 -0.536
C -5.066913 1.461938 1.487301 -0.620 -1.830 -0.050
C 0.504032 2.895902 -1.402952 0.018 1.249 -2.837
C 1.957859 -1.481879 0.759596 1.419 0.043 0.136
C -2.732902 -0.427337 0.962474 0.009 -0.073 1.067
C -0.110738 1.163926 0.546071 -0.481 -1.995 -1.033
C -3.045531 -0.511719 2.375127 1.862 -2.036 -1.208
C 5.513517 -4.630507 2.666523 -0.183 -0.336 0.984
C 3.969366 -2.444521 1.804776 -1.823 0.528 -0.193
C -5.192279 3.832779 1.966579 0.922 -0.183 0.244
C -3.944317 0.997097 -2.278039 -0.198 0.663 0.779
C -2.615871 -0.430177 -3.312211 0.498 -1.139 0.185
H -0.217971 2.800496 1.837024 0.331 0.389 1.004
H -5.461107 0.447045 1.533005 -0.239 0.317 0.518
H 0.142531 2.167335 -3.739324 -0.624 1.476 -0.627
H -6.507435 2.346799 2.701389 -0.966 -0.262 0.949
H 2.415878 -1.238312 -3.535805 -0.410 -0.270 0.263
H 4.528280 3.818532 1.042232 -0.173 0.496 0.072
H 2.280666 -3.837329 2.070756 0.033 0.452 -0.097
H -3.624679 0.156594 2.934097 -0.643 0.636 0.641
H 6.074930 -5.514581 3.106085 -0.593 1.378 -0.853
H 3.865734 0.419358 3.400158 -0.024 -0.487 -0.107
H 4.438001 2.656999 3.277008 -0.094 0.640 0.450
H -2.463974 -2.113315 3.817805 0.112 0.215 -0.252
H -2.745178 3.136635 -0.261515 -0.170 -0.269 0.070
H 2.181575 1.137341 -3.651919 0.838 0.703 0.385
H -2.074210 -1.019952 -4.041530 -0.150 0.144 0.009
H 7.171585 -3.353179 2.402437 0.281 0.299 -0.231
H 1.257059 0.339279 -4.791702 -0.626 0.009 -0.083
H -4.683860 1.740171 -2.045377 -0.208 0.033 -0.011
H -0.869848 0.702742 -3.445790 1.784 1.223 0.457
H -0.998562 -3.023125 1.643879 0.090 -0.581 0.291
H 5.837612 -1.469205 1.549512 -0.109 0.250 0.178
H 3.594827 -5.660783 2.858466 0.682 1.317 -0.111
H 0.568145 4.414915 0.006552 -0.017 -0.357 0.310
H -3.715435 5.021982 0.979136 0.173 -0.050 -0.110
H -0.352216 0.334997 1.269324 0.385 1.364 -0.631
H 0.605725 -2.458997 -3.132943 0.129 -0.402 -0.012
H 1.919707 -0.504258 -2.028331 0.030 -0.250 1.239
H 3.267575 0.171414 -0.823589 0.091 0.763 0.851
H 0.693594 3.605586 -2.254679 -0.041 -0.761 1.082
H -4.213329 0.625867 -4.406015 0.489 0.104 0.204
H 3.730249 2.632532 -0.838104 -0.084 1.503 -3.208
```
Positions in Å, forces in eV/Å.

Computed properties:
Energy above the lowest of the compared OMol25 structures with the same formula, charge and spin, kcal per mole: 0.00
Frontier orbital gap, hartree: 0.2130
Net charge: +1
E_LUMO, eV: -4.3
Spin multiplicity: 1
HOMO level, eV: -10.1

Record 2
# C24H29ClN2O2PSn

C24H29ClN2O2PSn as an isolated structure at a distorted geometry (ωB97M-V/def2-TZVPD, OMol25).

```
60
Properties=species:S:1:pos:R:3:forces:R:3
Sn -1.172115 -1.033558 0.405226 2.085 -0.222 0.739
Cl 0.511036 -2.813970 0.230496 -0.863 1.042 0.141
P -0.006130 0.121707 -2.367864 0.699 -0.825 -4.827
O 0.424611 3.121152 0.188790 -1.545 -2.477 -0.355
O 0.043829 -0.093237 2.079277 -0.709 -0.407 -0.181
N -1.212276 0.053329 3.953015 -0.151 0.029 -0.205
N 1.231853 -0.079745 3.970703 -0.518 -0.017 0.233
C 2.101887 -2.614685 -4.728592 -0.346 0.783 0.591
C -2.377465 0.118760 3.052632 0.448 0.251 0.580
C 0.013143 -0.040770 3.376808 0.746 -0.097 -1.082
C 0.500765 1.716205 -3.100549 -0.314 -0.506 1.082
C 2.467484 -1.243114 -2.316670 -0.086 -0.012 0.158
C -1.490354 -0.323666 -3.380999 0.191 0.189 0.968
C -2.965975 -0.000051 -5.296325 0.508 -0.133 0.224
C 3.284083 -2.775579 -3.986747 -0.485 0.133 -0.189
C 3.454564 -2.094008 -2.787581 0.226 0.538 0.557
C -2.434819 -1.223147 -2.861216 -0.250 -0.144 0.648
C -1.532078 0.077868 5.381955 -0.566 -0.024 0.559
C -3.658281 -1.430134 -3.468532 0.116 -0.570 0.365
C -0.179272 2.164215 0.014533 1.581 2.629 0.768
C -3.921482 -0.836655 -4.705409 -0.036 0.255 -0.228
C 1.182896 4.267990 -4.080487 -0.312 -0.422 0.311
C -1.763685 0.269635 -4.625733 -0.697 0.651 -0.553
C -0.026119 4.077671 -3.385486 -0.006 -0.604 -0.097
C 2.425228 -0.185168 3.104556 0.230 -0.081 -0.229
C 1.706129 1.914043 -3.787338 1.238 0.551 -0.306
C 1.280502 -1.059013 -3.058430 -0.125 0.440 1.348
C 2.052071 3.182118 -4.271788 -0.414 -0.811 0.144
C -0.345569 2.815355 -2.892807 -0.583 1.174 -0.127
C 1.099418 -1.761387 -4.256826 -0.477 -0.760 -0.528
C 1.486137 -0.094581 5.417292 -0.032 -0.002 0.645
H 2.559500 -0.156771 5.610971 -0.264 0.019 -0.270
H 2.383930 1.082861 -3.963134 -0.127 0.137 0.028
H -2.482283 -0.818759 2.451309 0.020 0.186 0.278
H 1.022884 -0.959481 5.909449 0.187 0.108 -0.236
H 2.352185 -1.051122 2.427451 -0.022 0.188 0.398
H -2.223078 -0.746654 5.635541 0.360 0.211 -0.220
H -1.990015 -3.312997 -0.215073 -1.269 -0.104 0.074
H 3.321511 -0.280303 3.750003 -0.708 0.089 -0.504
H -2.762705 -3.188907 -0.150918 0.993 -0.212 -0.075
H 4.059642 -3.424958 -4.356364 0.115 -0.172 -0.009
H -1.054289 0.953411 -5.083424 -0.041 -0.101 0.087
H 1.965000 -3.132266 -5.664392 0.006 -0.006 -0.123
H 2.973318 3.318746 -4.830000 -0.128 -0.088 0.080
H 2.576239 -0.716878 -1.367797 0.159 -0.230 -0.179
H 1.125303 0.818893 5.905168 0.127 -0.108 -0.216
H 2.521634 0.703010 2.459764 -0.062 -0.154 0.334
H 4.368374 -2.207206 -2.205632 -0.195 -0.047 -0.208
H -3.276174 0.189602 3.669097 0.146 -0.017 -0.121
H -0.646448 -0.003967 5.999268 -0.377 0.012 -0.151
H -2.323902 0.989954 2.382736 0.035 -0.341 0.188
H -4.403085 -2.069262 -2.974323 0.388 0.246 -0.414
H -2.061622 1.013345 5.637382 0.309 -0.271 -0.242
H -3.157881 0.441271 -6.277651 0.129 -0.145 0.363
H -0.709322 4.906917 -3.250020 0.033 -0.067 0.029
H -2.218146 -1.758830 -1.929724 -0.183 0.210 -0.388
H -4.873497 -1.030073 -5.203403 0.283 0.140 0.126
H 0.174579 -1.642159 -4.828384 0.408 -0.101 0.173
H 1.433309 5.244730 -4.474908 0.037 -0.002 0.059
H -1.285779 2.680573 -2.363995 0.088 0.069 -0.017
```
Positions in Å, forces in eV/Å.

Computed properties:
Energy above the lowest of the compared OMol25 structures with the same formula, charge and spin, kcal per mole: 4.81
Frontier orbital gap (alpha / beta), hartree: 0.1521 / 0.0942
Net charge: +3
E_LUMO (alpha / beta), eV: -13.3 / -14.0
Spin multiplicity: 1
HOMO level (alpha / beta), eV: -17.5 / -16.6

DFT total energy list, top to bottom, in eV: -319067.5633; -60045.8389